Entry 1:
Computed, not measured: a molecular structure, C8H11IrN2O2SbSe4 in a non-equilibrium geometry, with wB97M-V/def2-TZVPD.

```
! RIJCOSX wB97M-V def2-TZVPD def2/J DEFGRID3
* xyz 0 2
Ir -0.7646 -0.5503 -0.1819
H 3.1118 -0.3691 2.5134
Se -3.5874 -0.9738 -3.7929
H 0.6166 -1.0155 -2.3266
Se -2.7299 -4.8500 -3.5284
C -0.9115 -0.6996 2.0910
Se -1.7331 -2.5806 -0.6731
H 0.9930 2.6383 1.7576
H 1.0476 -1.5902 2.3906
O -1.2844 1.0599 -1.1415
N 0.7734 -0.3693 -1.5039
C 0.5131 -0.6733 2.1750
Se 0.3082 -2.0612 -4.1674
H -1.4481 2.6217 1.5564
C -0.3363 1.7063 -1.8242
H -1.4511 -1.5951 2.3729
Sb -1.8511 -2.6700 -3.2979
O -0.4522 2.8162 -2.2661
C 0.4601 1.6973 1.8374
C 2.7005 0.5733 2.1562
N 0.8346 0.9706 -1.9420
H -2.7057 0.4883 1.9042
H 1.6494 -0.6066 -1.0528
C -0.9144 1.6993 1.7380
H 3.0166 1.3680 2.8325
C 1.2022 0.5160 2.0599
H 3.1445 0.7911 1.1809
H 1.4233 1.1649 -2.7366
C -1.6250 0.4934 1.8691
*
```

The value obtained for the energy above the lowest of the compared OMol25 structures with the same formula, charge and spin is 249.71 kJ/mol. Its expectation value of S² is 0.939. The highest occupied orbital energy (spin up / spin down) comes out at -0.2907 / -0.2873 Ha. The maximum force is 1.62 eV/Å.

Entry 2:
Computed, not measured: a molecular structure, C21H50INO3PSi2 in a non-equilibrium geometry, with wB97M-V/def2-TZVPD.

```
! RIJCOSX wB97M-V def2-TZVPD def2/J DEFGRID3
* xyz 1 1
C -5.2936 -0.9368 3.7363
H 3.2076 -0.3469 -0.5894
C 9.5588 0.6018 -2.7542
H 4.7078 1.3025 -2.5719
P 7.1813 2.9356 -2.3283
H 4.6198 -1.4575 -0.3853
H -3.6842 2.0806 4.0924
H 1.1068 -1.4402 0.6180
H 8.4658 5.0815 -2.5245
H 7.1752 3.5878 -0.2114
H 4.3864 -2.3762 -2.7075
H 2.5902 -1.9449 1.5932
H 9.5247 3.7833 -1.9127
C -6.6444 -0.3595 3.3380
C -7.8835 1.6138 2.2717
H -8.7449 1.2382 4.2443
H -3.6937 1.0723 2.6672
H 2.9468 -1.3771 -2.9620
C 2.6795 -2.4798 -0.5064
H 9.1180 3.8470 -3.6357
H 0.2825 -2.1725 2.6584
H 5.2385 1.7354 -6.0920
O -1.2211 -2.8704 1.4475
H -7.1974 -0.1154 4.2428
C 4.3953 1.0956 -5.7858
C 1.1481 -3.5296 1.2382
H -8.1693 1.4288 1.2368
H -9.2755 -0.9131 3.0426
O 6.9587 2.7675 -0.6486
H -3.0987 -2.8802 2.2783
H -0.2269 -3.8782 2.9689
C -5.6152 1.9104 3.1912
H -9.7527 2.0946 3.1188
C -9.0455 1.2645 3.1951
C -9.8148 0.0025 2.8058
C 3.9196 -1.4076 -2.4305
H -4.8865 0.3755 5.3940
H 2.6834 0.4116 -6.9179
H 10.1362 1.0492 -3.5871
Si 7.7203 0.9384 -3.1352
H 7.5865 1.0615 -4.6021
H 3.2414 -3.4312 -0.4624
H 4.3325 -1.0213 -5.2864
C 4.9614 -0.1486 -5.0151
H 1.8689 -4.1547 1.7916
H 1.9717 -2.5715 -1.3557
H -7.1981 -1.0833 2.7446
H -1.8255 -2.2153 3.3258
Si 5.0335 -0.0160 -3.1141
H -6.1434 2.2560 4.0816
C -4.4258 0.0947 4.4413
C 8.7037 4.0092 -2.6230
H 9.7895 -0.4719 -2.6755
H -5.4590 -1.7853 4.4024
H -5.0187 0.0877 1.2439
C -0.0185 -3.1294 2.1771
N -6.5343 0.9058 2.5112
H -5.4915 2.7476 2.5047
H 9.8187 1.1781 -1.8513
H -3.4503 -0.3340 4.6733
C -5.9907 0.5602 1.1486
C -4.2663 1.3230 3.5645
H -6.6911 -0.1227 0.6726
H 4.1609 -0.4364 -7.3959
H -4.7696 -1.3331 2.8635
C 3.6519 -1.3060 -0.8982
O 6.6814 -0.3222 -2.6392
H -5.9070 1.4802 0.5737
C 3.7603 0.5536 -7.1353
H -10.0431 -0.0036 1.7384
H 3.8059 1.2920 -7.9496
H -7.6753 2.6805 2.3502
C 1.8774 -2.2075 0.7937
H -10.7599 -0.0408 3.3467
H 5.9581 -0.3635 -5.4485
H -2.4717 -1.2521 1.9163
H 0.8025 -4.1145 0.3692
C -2.1839 -2.2577 2.2823
I 2.8143 2.1597 -4.7579
*
```

The highest occupied orbital energy comes out at -0.3217 Ha. The maximum force is 2.48 eV/Å.

Entry 3:
Computed, not measured: a molecular structure, C11H24Cl18N2O4 in a non-equilibrium geometry, with wB97M-V/def2-TZVPD.

```
! RIJCOSX wB97M-V def2-TZVPD def2/J DEFGRID3
* xyz 0 1
H 0.5880 -2.2536 1.4571
Cl 2.7061 -1.7374 -2.8836
C -3.7460 -0.0565 0.0277
Cl -4.6491 0.9129 -1.1545
H -1.0530 -0.6027 -3.3319
H -2.4894 1.1505 -1.7206
Cl -3.2714 1.0319 2.3303
H -0.8188 2.8641 -0.3521
Cl 0.4116 4.9196 0.1918
H 1.6415 -3.2151 2.4589
Cl 0.8839 -2.5395 -0.8533
Cl -2.1718 -0.1269 4.7052
H 0.4737 -1.2870 0.1537
H 1.0950 0.4495 0.3245
H 1.5206 -3.7747 -2.8239
C 1.4789 -2.8813 1.4341
C 0.7450 -0.8282 3.6331
Cl -3.7387 -1.7256 -0.4846
Cl -1.2894 -1.3805 -1.1838
O -1.4184 1.1723 -0.5517
Cl 0.2414 2.4000 1.7884
H -2.7374 0.3357 0.1578
O 2.5169 -0.9783 0.4471
H 0.4371 -0.2609 -1.1926
H 1.7044 -1.0479 4.1014
C 1.2812 -2.7358 -2.5971
H -4.2186 0.0561 1.0034
C 3.2347 0.8372 1.7303
H 0.2706 -0.0081 4.1722
H -1.9025 -2.2658 -3.2095
H 2.7154 -0.0125 2.1735
Cl -3.0512 2.2600 -3.7376
C 0.1199 3.1473 0.1241
C -1.8689 0.2530 2.9963
H 0.9419 2.7098 -0.4426
H 1.4462 -3.7204 0.7393
Cl 2.3458 2.8687 -1.3329
C -2.1880 2.0806 -2.2025
C 1.8088 1.8907 -2.7068
H 0.4732 -2.3129 -3.1941
H -2.4345 2.8787 -1.5023
Cl 4.9196 0.3489 1.5468
Cl -3.3229 -0.3495 -2.8295
Cl 2.4977 1.2836 0.2024
H 1.0128 2.4618 -3.1846
C 0.3629 -0.2341 -0.1054
H 2.6606 1.8012 -3.3811
Cl 0.9259 -0.1829 2.0027
Cl 1.1648 0.3681 -2.1284
H -1.0665 0.9757 2.8479
Cl -0.4042 -2.1592 3.6699
C -1.7885 -1.2443 -2.8467
Cl -0.4243 2.0509 -2.4261
O 3.7450 -2.7515 0.6602
H 3.1587 1.6479 2.4549
N 2.6650 -2.1372 0.7958
O -1.3961 0.0194 1.3003
N -0.9511 0.3486 0.2293
H -1.7942 -0.7142 2.4993
*
```

The value obtained for the energy above the lowest of the compared OMol25 structures with the same formula, charge and spin is 3595.20 kJ/mol. The highest occupied orbital energy comes out at -0.3194 Ha. The maximum force is 10.93 eV/Å.

Entry 4:
Computed, not measured: a gas-phase ion, C5H11INO2 (charge +1) in a non-equilibrium geometry, with wB97M-V/def2-TZVPD.

```
! RIJCOSX wB97M-V def2-TZVPD def2/J DEFGRID3
* xyz 1 1
C 1.4880 2.6253 0.6221
H 1.0781 1.9293 1.3319
H -0.9241 -3.6481 0.5793
H 2.5360 1.0998 -0.4630
H -1.9459 -3.3494 -0.8453
I -2.8417 0.9691 -0.0478
O 0.5874 1.1032 -0.9216
N -1.2953 -1.5957 0.4779
H 1.8684 2.5512 -1.4400
H -2.2351 -1.5588 1.0632
C 1.7455 1.7577 -0.6252
H 0.7345 3.4354 0.3205
O 0.8176 -0.2675 0.9192
C -1.2187 -0.4571 -0.4329
H -0.0800 -2.8787 -0.8957
H -0.4473 -1.3842 1.0937
H 2.3171 3.1148 1.1160
H -1.4162 -0.6947 -1.5409
C 0.2932 0.1786 -0.0870
C -1.0615 -2.9301 -0.2244
*
```

The value obtained for the energy above the lowest of the compared OMol25 structures with the same formula, charge and spin is 8.81 kJ/mol. The structure (SMILES) is CCOC(=O)[C@H](I)[NH2+]C. The highest occupied orbital energy comes out at -0.5093 Ha. The maximum force is 6.09 eV/Å.

Entry 5:
Computed, not measured: 18 unconnected molecules or ions with the total composition C30H20BCl68F3O9P in a non-equilibrium geometry, with wB97M-V/def2-TZVPD.

```
! RIJCOSX wB97M-V def2-TZVPD def2/J DEFGRID3
* xyz -1 1
Cl -9.9259 -4.5558 -1.2103
H -7.4308 -4.1035 -0.3584
Cl 6.6485 3.1684 0.2329
Cl 8.2874 11.3768 10.5661
Cl 11.5716 7.3416 11.1226
Cl -6.6518 4.8178 -3.2820
H -2.9705 2.4900 -1.9028
Cl 6.9221 12.9313 8.5204
O -3.2507 -1.9291 -2.4220
F -6.5565 -3.7211 2.2575
Cl 0.4849 9.0287 -1.9286
C 10.5406 -2.0449 -1.3951
Cl 6.7793 -8.6933 3.7190
F -8.3777 -5.2645 2.2690
C -3.5061 -1.4185 1.1246
B -4.8749 -4.0931 -1.3707
Cl 11.3001 -6.2587 -6.4010
P -0.9918 -3.2296 -1.0596
Cl -6.1377 4.4520 -0.4416
H -0.5296 -1.9170 -2.8104
Cl 5.4804 -9.5596 1.2639
O -0.8247 -4.9815 -0.8165
H -3.2578 2.5987 -3.8514
C -11.1208 -4.8066 0.0874
Cl -7.6888 6.7372 -1.3569
H -5.8245 2.0148 -2.1740
Cl -0.9625 5.9048 -0.8834
Cl -3.6464 6.7767 -1.5917
Cl 8.9463 -2.3773 -0.6724
Cl -12.6594 -5.3593 -0.6209
H -4.1846 3.7634 -2.6826
C 9.9406 6.9829 10.5019
Cl 9.6655 7.8920 8.9944
Cl 1.6496 0.1761 -3.8723
Cl -1.8021 -6.2630 -3.3169
Cl 4.3335 -0.6958 -3.1641
C -6.9924 -5.0424 1.7220
Cl 8.7254 7.4611 11.7139
C -7.3248 5.0169 -1.6443
Cl 12.0160 -3.4615 -6.0428
C -6.9078 -3.1845 -3.0240
H -5.2762 -0.4533 -1.3758
H -0.1290 -5.3325 -1.4614
C 7.3752 3.6040 6.3734
Cl -0.9819 -7.7355 -5.6884
C -3.3615 -0.1968 1.8433
O -0.0239 -2.7054 -2.4285
H -7.7497 -5.9571 -0.2305
F -6.1361 -6.0878 2.3834
O -3.0953 -3.7988 0.9037
C 5.3792 -3.3060 1.4731
Cl 4.1536 -3.2744 0.1803
C 11.4406 -4.9329 -5.2191
C -3.0388 -0.4996 -2.1469
Cl 6.9839 6.3436 1.7669
C -4.8866 1.4878 -2.6915
Cl -14.6949 -3.0962 0.2973
H -5.2635 1.1224 -3.7372
Cl 9.8470 -4.6188 -4.4867
Cl 11.6018 -3.4581 -1.1681
Cl 4.0272 -7.9197 3.1782
H -4.7758 -3.7484 -3.6398
H -5.6079 -6.3402 -1.2768
Cl -10.5140 -6.0375 1.2237
Cl 4.8850 0.8547 0.2829
Cl 9.0723 7.6024 3.3540
Cl 6.6049 1.4224 2.5599
Cl 8.4364 2.1908 6.6005
Cl 1.3533 5.0638 -2.2903
Cl 3.2958 1.8134 -2.1190
H -2.7286 -3.3732 1.7553
C -4.4084 0.3028 -1.6649
Cl -11.3839 -3.2739 0.9568
Cl 12.5991 -5.3924 -3.9460
Cl -0.0703 3.4334 -4.2346
Cl -1.5019 -9.1547 -3.2022
Cl 6.8375 -4.1463 0.8885
O -7.9921 -3.7001 -3.9243
Cl 0.8482 -7.4566 -3.4439
Cl 6.1962 -6.7624 1.6221
C -6.9677 -5.1110 0.0820
C -3.7413 -2.6937 0.1221
Cl 2.7325 4.0885 -4.6593
Cl 0.7013 6.1570 -4.9067
Cl 1.8860 9.6850 -4.3926
Cl 2.8055 10.7823 -1.8597
H -8.6248 -2.9167 -4.0934
H -2.7452 -0.0048 -3.1926
H -5.8223 -5.2432 -3.1575
H -4.7134 -5.7490 0.2802
O -3.4137 -4.1090 -1.7329
C -5.4705 -5.4098 -0.5558
Cl -17.2792 -2.2244 1.3104
C -16.4594 -3.2336 0.0923
Cl -16.9510 -4.9335 0.3012
C 2.0792 9.3610 -2.6513
Cl 9.5570 5.0253 2.0935
Cl 5.7998 -1.6371 1.9336
O -7.1277 -1.9851 -2.4818
Cl 7.1820 3.9280 4.6321
Cl -2.0002 8.4141 0.1617
H -3.0525 0.5625 2.6970
C 6.4752 1.4829 0.7840
C 5.6208 -8.2338 2.4458
C -2.4208 6.7451 -0.2989
C -0.8594 -7.6524 -3.9129
O -5.0685 -2.9438 -0.4659
Cl 11.2668 -0.6236 -0.6035
Cl 7.7624 0.4861 0.0601
C -3.7254 2.6671 -2.7803
C 7.8406 11.4389 8.8424
H -4.1113 0.8322 -0.6391
Cl -3.0742 5.8848 1.1180
Cl 10.3474 -1.7209 -3.1364
Cl 9.3170 11.4234 7.8452
Cl 9.7997 5.2367 10.1765
Cl 5.7809 3.2716 7.0961
Cl -8.8208 4.0605 -1.4967
C 1.1792 4.6856 -4.0227
Cl 4.7258 -4.1663 2.8900
Cl 9.3490 7.4261 0.4631
Cl 3.1404 7.9478 -2.4243
C -2.8654 -2.7840 -1.2890
Cl 6.8358 10.0243 8.4380
Cl 8.1015 5.0253 7.1650
O -0.3911 -2.5590 0.2781
Cl -16.9126 -2.6806 -1.5396
H -2.1417 -0.3932 -1.4006
C 2.8752 0.1445 -2.5795
Cl 2.2218 -0.7159 -1.1626
C -5.5714 -4.1152 -2.8582
C 8.7406 6.5993 1.9194
*
```

The value obtained for the energy above the lowest of the compared OMol25 structures with the same formula, charge and spin is 1117.89 kJ/mol. The highest occupied orbital energy comes out at -0.2238 Ha. The maximum force is 9.73 eV/Å.

- Which value of maximum force does entry 2 give?
  2.48 eV/Å